Computed, not measured: a 2-piece molecular cluster, C2Cl2N2O2 overall at a distorted geometry, with ωB97M-V with the def2-TZVPD basis set.

Calculated total energy: -1256.391435 Ha
Energy relative to the best compared isomer or geometry (same formula, charge and spin): 235.5 kJ/mol
HOMO (alpha / beta): -0.3719 / -0.3312 Ha
HOMO-LUMO gap (alpha / beta): 0.309 / 0.285 Ha

XYZ file:
```
8
Properties=species:S:1:pos:R:3:forces:R:3:mulliken_charge:R:1
C -1.21956 0.81493 -0.52062 -1.556 -0.861 0.570 0.211
C -0.03917 0.62405 -1.27923 -1.748 -0.310 0.769 0.326
N -2.19530 0.88054 0.13039 1.761 0.067 -1.179 -0.354
N 0.83301 -1.28961 0.86406 -1.040 1.138 -1.832 0.792
O 0.77622 -1.07411 2.01489 0.682 -0.773 0.712 -0.417
O 1.33350 -2.00247 0.05448 0.466 -0.468 1.311 -0.377
Cl 0.20599 -0.66118 -2.32866 -0.199 0.020 -0.287 -0.080
Cl 1.08596 1.79413 -1.05880 1.635 1.187 -0.064 -0.101
```
Positions in Å, forces in eV/Å.